This record from the OMol25 dataset describes one molecule with the formula C24H27N3O2. The level of theory is ωB97M-V with the def2-TZVPD basis set.

Structure (XYZ):
```
56
Properties=species:S:1:pos:R:3
C -0.3856 4.1049 -2.4953
N -0.2526 2.9369 -1.6431
C -0.9163 3.1821 -0.3755
C 1.1534 2.5749 -1.5004
C 1.3762 1.3841 -0.5408
N 0.6412 0.2114 -0.9429
C -0.3587 -0.3155 -0.2177
O -0.6699 0.0656 0.8942
C -1.1001 -1.4637 -0.9037
N -1.8051 -2.2245 0.0951
C -1.5394 -3.5366 0.2942
O -0.9617 -4.2235 -0.5231
C -2.0885 -4.0867 1.6068
C -2.0227 -3.0910 2.7305
C -3.1685 -2.7130 3.3841
C -3.1436 -1.7619 4.4137
C -1.9658 -1.1744 4.7752
C -0.7625 -1.5246 4.1286
C 0.4591 -0.9120 4.4754
C 1.6186 -1.2479 3.8374
C 1.6065 -2.2247 2.8319
C 0.4397 -2.8411 2.4758
C -0.7802 -2.5051 3.1013
C 1.7386 2.1802 -2.8374
C 3.0642 2.4654 -3.1355
C 3.6221 2.0477 -4.3313
C 2.8605 1.3367 -5.2427
C 1.5365 1.0505 -4.9551
C 0.9791 1.4671 -3.7593
H 0.0558 5.0060 -2.0407
H 0.1031 3.9274 -3.4510
H -1.4434 4.2899 -2.6749
H -0.4120 3.9599 0.2188
H -0.9772 2.2707 0.2119
H -1.9322 3.5150 -0.5822
H 1.7388 3.4222 -1.0875
H 2.4480 1.1554 -0.5355
H 1.0666 1.6259 0.4763
H 0.8010 -0.1145 -1.8842
H -0.4133 -2.1364 -1.4244
H -1.8035 -1.0371 -1.6302
H -2.1160 -1.6695 0.8847
H -1.5225 -4.9907 1.8447
H -3.1257 -4.3846 1.4346
H -4.1153 -3.1529 3.1021
H -4.0664 -1.4942 4.9073
H -1.9374 -0.4294 5.5572
H 0.4566 -0.1630 5.2547
H 2.5496 -0.7677 4.1022
H 2.5299 -2.4885 2.3365
H 0.4547 -3.5920 1.7012
H 3.6627 3.0222 -2.4281
H 4.6534 2.2800 -4.5524
H 3.2956 1.0115 -6.1758
H 0.9356 0.5012 -5.6651
H -0.0604 1.2719 -3.5405
```

Computed properties:
Highest occupied orbital energy ... -0.29941 Ha
Structure (SMILES) ... CN(C)[C@@H](CNC(=O)CNC(=O)Cc1cccc2ccccc12)c1ccccc1
Charge ... 0
Energy relative to the best compared isomer or geometry (same formula, charge and spin) ... 10.8 kJ/mol

Results of the Löwdin charge analysis, in e, for atoms 1 through 4:
1 C -0.090
2 N -0.230
3 C -0.081
4 C -0.285

=====

This record from the OMol25 dataset describes a 2-piece molecular cluster, C4H10N overall at a distorted geometry. The level of theory is ωB97M-V with the def2-TZVPD basis set.

Structure (XYZ):
```
15
Properties=species:S:1:pos:R:3
C 1.3107 1.0743 -1.0216
C 1.2926 -0.1659 -0.1201
C 0.9938 0.1293 1.3221
C -2.3478 -0.9347 -0.2475
N -1.4137 -0.2301 0.0114
H 0.3095 1.4861 -1.1010
H 1.6291 0.8086 -2.0273
H 2.0218 1.8066 -0.6617
H 2.1068 -0.8559 -0.2782
H 0.2331 -0.6107 -0.4040
H -0.0178 0.5230 1.3496
H 1.6171 0.7472 1.9714
H -2.3382 -1.6742 -1.0668
H -3.2740 -0.8633 0.3588
H 0.8993 -0.8374 1.8428
```

Computed properties:
Highest occupied orbital energy ... -0.58216 Ha
Charge ... +1
Energy relative to the best compared isomer or geometry (same formula, charge and spin) ... 566.3 kJ/mol

Results of the Löwdin charge analysis, in e, for atoms 1 through 4:
1 C -0.077
2 C -0.231
3 C -0.109
4 C 0.070

=====

This record from the OMol25 dataset describes a 7-piece molecular cluster, C24H35Cl2FO18 overall at a distorted geometry. The level of theory is ωB97M-V with the def2-TZVPD basis set.

Structure (XYZ):
```
80
Properties=species:S:1:pos:R:3
C -1.2582 -3.4160 -3.6403
C -2.1191 -2.5119 -4.5911
C -2.9876 -3.3146 -5.5117
O -4.2622 -2.8691 -5.2879
C -4.2124 -1.7035 -4.4580
O -5.1736 -0.9875 -4.2062
O -3.0296 -1.6631 -3.9760
H -0.6109 -2.8816 -2.9450
H -0.7025 -4.1957 -4.1612
H -1.9337 -3.9560 -2.9769
H -1.5012 -1.9806 -5.3149
H -2.8972 -4.3976 -5.4283
H -2.6791 -3.0135 -6.5129
C -1.0830 -5.8276 0.9658
C -2.4545 -5.5648 1.5233
C -2.9128 -4.1235 1.7282
O -3.3904 -3.8150 0.4456
C -3.7103 -4.8512 -0.2166
O -4.0040 -4.9874 -1.4207
O -3.3403 -5.9336 0.4573
H -1.0379 -6.7910 0.4579
H -0.3725 -5.7059 1.7834
H -0.7060 -5.1548 0.1955
H -2.6538 -6.2207 2.3708
H -2.0717 -3.4604 1.9307
H -3.7175 -3.9484 2.4422
C -4.5607 -0.9887 -0.4481
C -3.7800 0.3479 -0.5771
C -4.0754 1.0149 -1.9002
O -4.7336 2.2127 -1.4648
C -4.7052 2.3409 -0.1368
O -5.0722 3.3332 0.4545
O -4.2629 1.2009 0.3644
H -4.5079 -1.3378 0.5832
H -4.0348 -1.6965 -1.0888
H -5.5582 -1.0128 -0.8869
H -2.7103 0.1681 -0.4698
H -4.8152 0.4343 -2.4511
H -3.1152 1.2207 -2.3733
C 2.2625 0.2254 2.6373
C 2.4742 1.5005 3.5811
C 3.7879 1.6911 4.2085
O 4.0174 3.0559 4.1127
C 3.0543 3.6526 3.3172
O 2.9819 4.8573 2.9349
O 2.2883 2.6641 2.8435
H 1.5120 0.4584 1.8819
H 1.7530 -0.5883 3.1534
H 3.1756 -0.0654 2.1179
H 1.7692 1.4684 4.4118
H 4.5539 1.2547 3.5674
H 3.8836 1.3301 5.2325
C 6.4922 4.6013 1.4100
C 6.2610 3.2657 0.6775
C 6.1941 2.0207 1.5471
O 5.0487 1.3539 1.0725
C 4.3152 2.0945 0.2454
O 3.2281 1.7582 -0.1947
O 4.9340 3.2869 0.1420
H 7.4084 4.6327 1.9997
H 5.6074 4.7529 2.0282
H 6.4548 5.3291 0.5995
H 7.0650 3.1186 -0.0437
H 6.1091 2.2773 2.6030
H 7.0720 1.3819 1.4500
C 0.6259 -1.0274 -0.7022
Cl 0.0422 -1.9544 0.6631
Cl 1.7544 -1.9308 -1.6745
H -0.2035 -0.6980 -1.3280
H 1.0367 -0.1241 -0.2513
C 1.2224 4.4863 -0.0546
C 0.1553 4.5665 0.9922
O -0.3017 3.2578 0.9549
C -0.3056 2.8552 -0.2622
O -0.9723 1.9370 -0.6773
O 0.6345 3.5647 -0.9514
F -0.8235 5.4836 0.7520
H 2.1532 4.0889 0.3501
H 1.3777 5.4416 -0.5559
H 0.6538 4.7120 1.9506
```

Computed properties:
Highest occupied orbital energy (alpha / beta) ... -0.47490 / -0.47455 Ha
Multiplicity ... 2
Charge ... +1

Results of the Löwdin charge analysis, in e, for atoms 1 through 4:
1 C 0.016
2 C -0.294
3 C -0.159
4 O 0.074

=====

This record from the OMol25 dataset describes a 2-piece molecular cluster, C33H38NO4 overall at a distorted geometry. The level of theory is ωB97M-V with the def2-TZVPD basis set.

Structure (XYZ):
```
76
Properties=species:S:1:pos:R:3
C -1.3834 -4.7258 0.5085
C -1.9151 -3.7584 1.5504
O -2.5425 -2.6344 0.9832
C -3.1478 -1.9052 1.9761
C -3.5945 -0.5906 1.6183
C -4.0907 0.3452 2.5279
C -4.3544 0.0203 3.8805
C -4.8524 0.9446 4.7531
C -5.0914 2.2585 4.3368
C -5.6449 3.1894 5.2080
N -6.1424 3.9593 5.9281
C -4.7929 2.6099 3.0154
C -4.3125 1.6844 2.1313
O -3.2680 -2.3342 3.1179
H -0.6743 -5.4377 0.9368
H -2.1951 -5.2939 0.0510
H -0.8790 -4.1853 -0.2931
H -2.6460 -4.2419 2.2154
H -1.1146 -3.3585 2.1910
H -3.4763 -0.3085 0.5888
H -4.1497 -0.9806 4.2170
H -5.0687 0.6729 5.7740
H -4.9357 3.6327 2.7089
H -4.0597 1.9728 1.1267
C 3.1627 5.5680 3.0242
O 1.8501 5.1004 3.2189
C 1.3503 4.3327 2.1838
C 0.0450 3.8222 2.3140
C -0.5098 3.0235 1.3528
C 0.2176 2.6636 0.1998
C -0.3218 1.7311 -0.7636
C 0.4148 0.7416 -1.3954
C -0.1612 -0.0653 -2.4250
C 0.4977 -1.1096 -2.9786
C -0.1014 -1.9717 -4.0903
C 0.8082 -1.8951 -5.3261
C -1.5116 -1.5002 -4.4837
C -0.1874 -3.4253 -3.6018
C 1.8352 -1.4573 -2.5050
O 2.4384 -2.4233 -2.9604
C 2.4372 -0.6268 -1.4700
C 3.8342 -0.9875 -0.9677
C 3.8093 -2.4171 -0.4071
C 4.3000 -0.0373 0.1504
C 4.8248 -0.8965 -2.1377
C 1.7394 0.4141 -0.9665
C 1.5050 3.2223 0.0499
C 2.0571 4.0166 1.0111
H 3.4738 6.1250 3.9078
H 3.8379 4.7240 2.8872
H 3.1938 6.2330 2.1612
H -0.5014 4.0665 3.2078
H -1.4933 2.6105 1.5003
H -1.3862 1.7595 -0.9421
H -1.1482 0.1924 -2.7624
H 1.8099 -2.2462 -5.0805
H 0.4147 -2.5050 -6.1384
H 0.8890 -0.8684 -5.6802
H -2.1923 -1.5544 -3.6347
H -1.4937 -0.4752 -4.8529
H -1.9187 -2.1291 -5.2738
H -0.8243 -3.4946 -2.7213
H -0.6010 -4.0728 -4.3738
H 0.8025 -3.7929 -3.3338
H 3.5031 -3.1249 -1.1758
H 4.7906 -2.7098 -0.0360
H 3.0997 -2.4904 0.4157
H 4.3345 0.9943 -0.2003
H 3.6320 -0.0950 1.0101
H 5.2994 -0.3063 0.4895
H 4.8366 0.1103 -2.5521
H 5.8363 -1.1400 -1.8156
H 4.5394 -1.5821 -2.9341
H 2.1559 0.9895 -0.1631
H 2.0565 3.0301 -0.8540
H 3.0522 4.3941 0.8676
```

Computed properties:
Highest occupied orbital energy ... -0.11813 Ha
Charge ... -1
Energy relative to the best compared isomer or geometry (same formula, charge and spin) ... 0.0 kJ/mol

Results of the Löwdin charge analysis, in e, for atoms 1 through 4:
1 C -0.071
2 C -0.281
3 O -0.033
4 C -0.526